1.
Below is a structure of composition C32H48HfN4O6S5Si4 at a distorted geometry, with properties calculated with ωB97M-V/def2-TZVPD.

Structure (ORCA input):
```
! RIJCOSX wB97M-V def2-TZVPD def2/J DEFGRID3
* xyz -2 1
Hf -0.98409 -0.68672 0.84154
N 0.38411 -2.88522 0.49014
C -0.32439 -3.64302 -0.54366
C -1.78529 -3.18542 -0.74146
O -2.60239 -4.02532 -1.13056
N -1.99939 -1.89842 -0.51136
C -3.38799 -1.46952 -0.56996
C -3.79819 -0.67242 0.68924
O -4.97629 -0.62372 1.00774
O -2.85559 -0.07602 1.31784
H 1.38281 -2.96152 0.32314
H 0.20891 -3.33242 1.38654
H -0.35339 -4.72422 -0.33736
H 0.19931 -3.49382 -1.48646
H -4.06019 -2.33032 -0.68126
H -3.53189 -0.81102 -1.43836
C -3.56549 -4.18622 2.17294
O -2.63939 -4.93262 2.94224
C -1.45429 -4.39462 3.36144
C -0.69739 -5.26262 4.12904
C 0.52541 -4.89182 4.68004
C 0.99921 -3.62502 4.45754
C 0.28811 -2.72672 3.64724
C 0.75941 -1.38702 3.52624
N 0.26241 -0.52032 2.69844
N 0.56831 0.78668 2.99034
C -0.03689 1.63388 2.19584
O -0.65639 1.29478 1.12884
C -0.00499 3.04978 2.61304
C -0.88529 3.93758 2.00344
C -0.93839 5.25638 2.41354
C -0.10789 5.69938 3.43014
C 0.78931 4.82298 4.02244
C 0.84331 3.50198 3.62224
C -0.96889 -3.08172 3.05164
O -1.58989 -2.26742 2.26344
H -3.71859 -3.18602 2.57244
H -3.26189 -4.11822 1.12744
H -4.49379 -4.75532 2.23874
H -1.09829 -6.25362 4.29214
H 1.08101 -5.59692 5.28004
H 1.94041 -3.30522 4.88134
H 1.49671 -1.03182 4.25054
H -1.51619 3.57658 1.20724
H -1.61849 5.93888 1.92684
H -0.15779 6.72758 3.76524
H 1.45991 5.18348 4.79284
H 1.53731 2.80668 4.06864
C 3.86891 -0.23742 1.25494
Si 3.37041 -1.12232 -0.38546
C 3.63991 -2.99542 0.11674
C 4.91501 -0.92292 -1.53526
Si 0.98481 -0.15452 -1.03606
Si 1.83531 2.11368 -1.47636
C 2.33101 3.04368 0.12934
C 0.54331 3.26628 -2.29466
C 3.39541 2.46498 -2.56436
Si 0.73271 -0.94902 -3.37676
C 2.20641 -0.55242 -4.55566
C 0.43201 -2.81262 -3.82336
C -0.82059 -0.12452 -4.13906
H 4.58621 -0.79212 1.85764
H 2.98471 -0.07722 1.86644
H 4.29831 0.74008 1.05704
H 4.68761 -3.28262 0.03794
H 3.09221 -3.67842 -0.52826
H 3.33641 -3.18782 1.14434
H 5.84621 -1.22072 -1.05486
H 5.03201 0.10438 -1.85936
H 4.80171 -1.52752 -2.43036
H 1.53641 2.96778 0.85874
H 2.50771 4.10308 -0.04126
H 3.22641 2.63148 0.58244
H -0.25449 3.48478 -1.59246
H 0.09201 2.78828 -3.15926
H 0.95951 4.21508 -2.62886
H 4.27121 1.95878 -2.17596
H 3.62021 3.52848 -2.58626
H 3.25421 2.13938 -3.58796
H 3.14281 -0.90092 -4.13616
H 2.30031 0.51608 -4.70646
H 2.09371 -1.01152 -5.53446
H 1.20311 -3.47062 -3.42716
H 0.41791 -2.95662 -4.90246
H -0.53089 -3.14952 -3.44606
H -0.63039 0.90108 -4.44196
H -1.60759 -0.09532 -3.39026
H -1.22529 -0.64912 -5.00256
C -4.40729 3.83388 0.32384
S -3.18679 4.79768 -0.62756
C -3.30589 4.00208 -2.18276
C -2.94229 2.70748 -2.42736
S -2.37149 1.57948 -1.32986
S -3.20709 2.25968 -4.16226
C -3.76689 3.79318 -4.74546
S -4.13869 4.09698 -6.32186
S -3.91329 4.98498 -3.50456
H -4.38369 4.20928 1.34104
H -4.12179 2.78628 0.30034
H -5.38829 3.97908 -0.11876
*
```

Calculated values
**Frontier orbital gap**: 5.897 eV
**E_tot**: -139211.14162 eV
**HOMO**: -2.1809 eV

***

2.
Below is a cluster of 2 separate species, C3H5N3O in total at a distorted geometry, with properties calculated with ωB97M-V/def2-TZVPD.

Structure (ORCA input):
```
! RIJCOSX wB97M-V def2-TZVPD def2/J DEFGRID3
* xyz 0 1
N -0.53139 -1.85427 1.49525
C -1.17732 -0.71912 1.17635
N -1.75606 0.24475 0.87856
C -0.42262 1.26319 -1.10458
O -0.25933 2.37998 -0.44366
C 0.80876 0.46814 -1.16923
N 1.06128 -0.67804 -0.65756
H -0.28779 -1.90660 2.47642
H 0.26830 -1.95815 0.86994
H -1.08413 2.88710 -0.52354
H 1.45776 0.91878 -1.93837
H 1.92255 -1.04577 -1.05956
*
```

Calculated values
**Frontier orbital gap**: 9.030 eV
**E_tot**: -9706.07401 eV
**HOMO**: -8.5947 eV

***

3.
Below is a structure of composition C37H50Ge2N5O2Sr at a distorted geometry, with properties calculated with ωB97M-V/def2-TZVPD.

Structure (ORCA input):
```
! RIJCOSX wB97M-V def2-TZVPD def2/J DEFGRID3
* xyz 1 1
Sr -1.22142 0.08534 0.54780
C -2.21039 0.75927 3.50993
C -1.05482 0.94590 4.48589
C -0.07224 -0.19667 4.39885
C 0.50694 -0.71788 5.55011
C 1.34141 -1.81908 5.45044
C 1.55305 -2.38225 4.20072
C 0.93887 -1.79446 3.10712
N 0.16549 -0.71445 3.18892
N -2.02317 1.49227 2.24277
C -2.05691 2.95008 2.37422
C -0.67454 3.49935 2.64285
C -0.48449 4.63595 3.41449
C 0.80671 5.09950 3.61273
C 1.85864 4.40232 3.04323
C 1.56671 3.27813 2.28538
N 0.33118 2.83412 2.07249
C -3.16910 1.08196 1.39239
C -3.26403 1.64968 -0.04732
C -4.53240 2.05296 -0.43265
C -4.71752 2.54453 -1.71564
C -3.62673 2.63719 -2.56153
C -2.38980 2.23566 -2.08658
N -2.19848 1.75417 -0.85990
H -3.17047 1.06664 3.94709
H -2.28511 -0.30387 3.26933
H -1.44207 1.00680 5.50291
H -0.53288 1.88273 4.30087
H 0.28926 -0.27188 6.51166
H 1.80066 -2.24062 6.33458
H 2.17126 -3.25854 4.06819
H 1.07324 -2.21542 2.11423
H -2.78298 3.27233 3.12976
H -2.38258 3.36839 1.41907
H -1.33183 5.13828 3.86330
H 0.98737 5.98224 4.21157
H 2.88407 4.71614 3.17855
H 2.36301 2.70389 1.82904
H -4.12275 1.30625 1.87237
H -3.11186 -0.00422 1.35394
H -5.36451 1.96101 0.25063
H -5.70045 2.85432 -2.04440
H -3.72041 3.01657 -3.56876
H -1.50677 2.30467 -2.71029
C 2.88765 3.00909 -1.20080
C 1.66044 2.09737 -1.15134
Ge 2.03438 0.22332 -0.60299
C 3.02557 -0.03789 1.09222
C 4.46343 0.47321 0.99644
C 3.16960 -0.47217 -2.05578
C 2.46138 -1.30867 -2.82870
Ge 0.72912 -1.55106 -1.93800
C 0.60689 -3.14213 -0.77418
C -0.15150 -4.33227 -1.36201
C -0.82820 -1.15359 -3.07394
C -0.97015 -2.12377 -4.25235
C 2.90598 -1.91113 -4.09510
C 3.81279 -1.25800 -4.93187
C 4.22084 -1.83965 -6.12087
C 3.73082 -3.08389 -6.49612
C 2.82760 -3.74261 -5.67526
C 2.41519 -3.15561 -4.48914
H 2.65834 3.95205 -1.70073
H 3.71196 2.54376 -1.74448
H 3.25563 3.25637 -0.20489
H 1.24995 1.98648 -2.16022
H 0.87641 2.54313 -0.53498
H 3.02771 -1.11558 1.27841
H 2.50703 0.41623 1.93943
H 4.98662 0.04044 0.14247
H 5.02825 0.20876 1.89212
H 4.50651 1.55948 0.89023
H 4.19935 -0.21000 -2.29949
H 0.10865 -2.83707 0.15004
H 1.63635 -3.41018 -0.52404
H -1.18339 -4.05766 -1.59022
H -0.18170 -5.16614 -0.65883
H 0.30575 -4.70080 -2.28196
H -0.69697 -0.13416 -3.44845
H -1.73369 -1.16888 -2.46563
H -0.12295 -2.05972 -4.93596
H -1.87387 -1.90048 -4.82192
H -1.04693 -3.15810 -3.91430
H 4.18496 -0.27940 -4.65480
H 4.91914 -1.31762 -6.76217
H 4.04695 -3.53372 -7.42793
H 2.44174 -4.71326 -5.95878
H 1.71150 -3.68225 -3.85239
N -5.29664 -1.57011 0.38688
C -4.27297 -2.32767 1.09438
C -2.89048 -1.90570 0.62487
O -1.90932 -2.03136 1.40124
O -2.75408 -1.40551 -0.52407
H -6.19647 -2.02891 0.44538
H -5.03600 -1.51677 -0.59195
H -4.31953 -3.41633 0.95324
H -4.33681 -2.14918 2.16896
*
```

Calculated values
**Frontier orbital gap**: 7.928 eV
**E_tot**: -164589.88614 eV
**HOMO**: -10.3076 eV

***

4.
Below is a structure of composition CH14Mn2O10 at a distorted geometry, with properties calculated with ωB97M-V/def2-TZVPD.

Structure (ORCA input):
```
! RIJCOSX wB97M-V def2-TZVPD def2/J DEFGRID3
* xyz 2 11
Mn -18.43918 33.88263 -23.98040
Mn -21.18334 30.19135 -26.85137
C -18.93687 31.73410 -25.19740
O -18.30596 31.79708 -24.07610
O -19.10830 32.89391 -25.77541
O -19.69059 30.74025 -25.49775
O -21.09741 28.16424 -26.33785
H -20.82211 27.99446 -25.41916
H -21.09223 27.29326 -26.77007
O -16.40790 31.81475 -21.85534
H -15.79774 31.35208 -22.44378
H -17.26541 31.39367 -22.00346
O -17.55476 28.97722 -24.12805
H -17.12104 29.82972 -24.21213
H -18.48994 29.17215 -24.23528
O -19.70547 30.07457 -28.32425
H -19.02630 29.39220 -28.45009
H -19.20510 30.91065 -28.17616
O -18.15640 32.49141 -28.87093
H -17.92736 32.74256 -27.96609
H -17.31555 32.22855 -29.27539
O -19.49083 31.63898 -21.32333
H -19.64759 31.65139 -22.27463
H -20.07000 32.31836 -20.94871
O -21.27547 32.22100 -27.70095
H -20.55074 32.63948 -27.17491
H -21.62144 32.92428 -28.27064
*
```

Calculated values
**Frontier orbital gap (spin up / spin down)**: 7.267 / 7.145 eV
**E_tot**: -84365.30888 eV
**HOMO (spin up / spin down)**: -16.6033 / -16.5843 eV

***

5.
Below is the ion C3HNO4S2 with charge -2 at a distorted geometry, with properties calculated with ωB97M-V/def2-TZVPD.

Structure (ORCA input):
```
! RIJCOSX wB97M-V def2-TZVPD def2/J DEFGRID3
* xyz -2 1
C -0.68685 -1.27767 0.40795
C 1.28867 -2.60540 0.54190
C -0.10398 0.09442 0.49214
N -0.02278 -2.41342 0.42756
O -0.41998 1.58551 2.77472
O -1.93238 -1.21771 0.31514
O 1.79441 -3.71327 0.67464
O -1.22563 2.45182 0.61913
S 2.42103 -1.20350 0.45072
S -1.11975 1.25605 1.50641
H 0.03132 0.54626 -0.48946
*
```

Calculated values
**SMILES**: O=S(=O)=C/C([O-])=N\C([O-])=S
**Frontier orbital gap (spin up / spin down)**: 6.070 / 6.435 eV
**E_tot**: -34475.55202 eV
**HOMO (spin up / spin down)**: -0.5511 / -0.7061 eV

***

6.
Below is a cluster of 2 separate species, C4H12N2 in total at a distorted geometry, with properties calculated with ωB97M-V/def2-TZVPD.

Structure (ORCA input):
```
! RIJCOSX wB97M-V def2-TZVPD def2/J DEFGRID3
* xyz 0 1
C -2.42154 4.40927 -0.66276
C -1.85100 4.87283 -1.77008
N -0.48094 5.33476 -1.86622
H -1.89892 3.99896 0.19242
H -3.47055 4.67270 -0.53147
H -2.27210 4.79331 -2.77059
H -0.20452 5.71096 -0.97630
H -0.55959 6.11088 -2.50459
C 1.95122 -3.56542 1.86151
N 1.88671 -4.91667 1.30038
C 0.58933 -5.26755 0.72606
H 1.10298 -2.92555 1.57523
H 2.14392 -3.53999 2.93574
H 2.79127 -3.01027 1.41224
H 1.94765 -5.47730 2.14090
H -0.26410 -4.97658 1.35818
H 0.45145 -6.28326 0.35722
H 0.47818 -4.72528 -0.22097
*
```

Calculated values
**SMILES**: C=CN.CNC
**Frontier orbital gap**: 9.507 eV
**E_tot**: -7320.46524 eV
**HOMO**: -8.3280 eV

***

7.
Below is a cluster of 2 separate species, C2H6OS in total at a distorted geometry, with properties calculated with ωB97M-V/def2-TZVPD.

Structure (ORCA input):
```
! RIJCOSX wB97M-V def2-TZVPD def2/J DEFGRID3
* xyz 0 1
S -2.47861 2.44784 -4.08443
H -3.61628 1.87208 -3.71277
H -2.65654 3.71258 -3.72595
O 1.40694 -2.59838 0.53762
C 1.54610 -1.93293 1.52784
C 0.95935 -0.55655 1.70891
H 2.16653 -2.26753 2.37861
H 1.79010 0.08813 2.02664
H 0.59207 -0.14776 0.77463
H 0.29034 -0.61748 2.56889
*
```

Calculated values
**SMILES**: CC=O.S
**Frontier orbital gap**: 10.738 eV
**E_tot**: -15053.21610 eV
**HOMO**: -9.8090 eV

***

8.
Below is a structure of composition CH11NO4 at a distorted geometry, with properties calculated with ωB97M-V/def2-TZVPD.

Structure (ORCA input):
```
! RIJCOSX wB97M-V def2-TZVPD def2/J DEFGRID3
* xyz 0 1
N 1.82993 0.77547 -0.00459
C 0.94836 0.54977 -1.19325
O -1.77760 0.09136 -0.33352
H 1.23345 1.19121 0.76556
H 2.22217 1.66610 -0.31560
H 0.19114 -0.21678 -0.87229
H 1.51538 0.01780 -1.94804
H 0.55270 1.52848 -1.43089
H -1.65905 -0.53968 -1.13477
H -1.51745 -1.91428 -2.67357
O -0.96035 -1.44598 -2.07100
H 0.17645 -1.97856 2.01524
H -1.65342 -0.49656 0.37475
O 0.02465 0.97296 2.25591
H -0.13068 -0.26931 2.04555
H -0.59027 1.35755 2.89450
O -0.40540 -1.28955 1.62600
*
```

Calculated values
**Frontier orbital gap**: 3.816 eV
**E_tot**: -10885.69759 eV
**HOMO**: -9.7885 eV